[1]
Molecular formula: C28H49BLiN6
Method: DFT, wB97M-V/def2-TZVPD

Each line ends with the Mulliken charge.
Positions of all 85 atoms, in Å:
Li  8.73  10.64  10.78  1.0147
C  8.43  13.69  6.28  -1.7118
C  8.21  13.39  7.72  0.7825
C  7.74  14.26  8.66  -0.9884
C  7.60  13.56  9.85  -1.0935
N  8.00  12.27  9.65  -0.1958
N  8.30  12.22  8.37  1.3292
B  8.88  10.94  7.76  -1.5157
N  10.26  10.64  8.37  0.7468
N  10.53  10.69  9.69  0.5157
C  11.83  10.52  9.82  -0.5933
C  12.47  10.46  8.57  -1.2515
C  11.43  10.51  7.64  0.2625
C  11.39  10.54  6.14  -1.5532
C  12.50  10.64  11.19  2.6665
C  11.89  11.82  11.96  -1.3243
C  12.32  9.27  11.97  -1.2026
C  13.98  10.84  10.90  -2.4318
N  7.91  9.80  8.10  1.1494
N  7.96  9.12  9.26  -0.1925
C  6.97  8.22  9.22  -0.4973
C  6.29  8.32  7.97  -1.0450
C  6.94  9.31  7.32  0.2231
C  6.57  9.93  5.96  -1.3007
C  6.68  7.19  10.25  2.3122
C  7.94  6.97  11.19  -1.4591
C  6.37  5.82  9.58  -1.6815
C  5.50  7.68  11.12  -1.5400
C  7.19  14.05  11.20  2.8935
C  6.98  15.55  11.16  -2.3451
C  8.35  13.71  12.17  -1.4657
C  5.86  13.37  11.69  -1.6831
H  7.76  14.52  6.02  0.4504
H  9.44  14.03  5.99  0.2094
H  8.11  12.95  5.59  0.3385
H  7.58  15.31  8.48  0.5360
H  9.02  11.09  6.56  -0.2054
H  13.50  10.41  8.39  0.5661
H  12.38  10.56  5.65  0.2988
H  10.81  9.70  5.75  0.3067
H  10.84  11.42  5.81  0.2389
H  10.82  11.73  11.99  0.1106
H  12.22  11.79  13.02  0.3552
H  12.25  12.73  11.54  0.4180
H  11.28  8.97  12.02  0.0340
H  12.94  8.46  11.62  0.4269
H  12.63  9.34  13.03  0.3638
H  14.17  11.79  10.39  0.3882
H  14.54  10.84  11.83  0.4557
H  14.28  9.99  10.29  0.4429
H  5.45  7.75  7.70  0.4769
H  5.68  9.44  5.48  0.3550
H  6.37  10.98  6.00  0.2221
H  7.37  9.84  5.20  0.2061
H  8.77  6.81  10.51  0.3998
H  8.15  7.88  11.77  -0.0254
H  7.70  6.12  11.81  0.5030
H  7.31  5.50  9.07  0.3599
H  6.27  5.11  10.44  0.4226
H  5.51  5.78  8.90  0.2981
H  5.89  8.51  11.68  0.3284
H  4.68  8.00  10.50  0.3486
H  5.22  6.81  11.76  0.3831
H  7.87  16.03  10.73  0.4447
H  6.13  15.90  10.62  0.4343
H  6.85  15.98  12.13  0.4463
H  9.30  14.07  11.77  0.4174
H  8.21  14.08  13.19  0.4203
H  8.38  12.64  12.24  -0.1246
H  5.18  13.20  10.85  0.3468
H  6.06  12.43  12.09  0.2985
H  5.41  13.87  12.54  0.4013
C  9.75  9.71  15.25  -1.5949
C  9.00  10.60  14.22  1.2089
C  7.74  11.10  14.83  -1.6240
C  8.71  10.03  12.86  -1.1209
H  9.57  10.14  16.28  0.4124
H  10.77  9.61  15.00  0.2745
H  9.31  8.71  15.28  0.2847
H  9.52  11.56  14.13  -0.0264
H  6.91  10.34  14.95  0.3172
H  7.27  11.88  14.22  0.2201
H  7.92  11.52  15.84  0.4069
H  7.88  9.33  13.05  0.2283
H  9.50  9.23  12.71  0.0910

Gap between HOMO and LUMO: 0.223 Ha
HOMO energy: -3.459 eV
Net charge: -1

[2]
Molecular formula: C28H49BrClIN7O18PS
Method: DFT, wB97M-V/def2-TZVPD

Each line ends with the Mulliken charge.
Positions of all 107 atoms, in Å:
C  2.86  1.75  4.01  -0.5370
C  3.22  2.45  2.74  0.7866
O  3.95  3.39  2.76  -0.5494
O  2.73  1.92  1.54  -0.2276
C  1.49  2.49  1.20  -1.1308
O  1.25  3.55  1.68  -0.5472
C  0.60  1.76  0.19  0.1337
C  -0.49  0.77  0.79  1.9465
C  0.42  -0.06  1.73  0.6851
C  0.05  -1.39  2.34  -0.8930
O  0.76  -2.35  2.18  -0.3899
C  -1.47  1.70  1.56  0.4636
C  -2.06  1.18  2.89  -1.2367
C  -1.91  2.17  4.06  0.0503
C  -3.23  2.23  4.85  -1.2541
Br  -0.53  1.60  5.30  -0.1019
N  -2.45  2.46  0.73  0.7850
Cl  -3.72  3.20  1.70  -0.1014
C  -1.96  3.71  -0.02  0.4177
O  -0.93  4.24  0.37  -0.4994
O  -2.71  4.12  -0.86  -0.5245
C  -3.22  1.39  -0.15  -0.3688
N  -4.59  1.60  -0.37  0.8007
C  -5.23  2.44  -1.36  -1.0758
C  -5.48  0.67  0.22  0.6393
C  -5.59  0.47  1.72  -1.0644
O  -6.25  0.05  -0.48  -0.5538
C  -2.27  0.79  -1.24  -2.3156
I  -3.54  -0.54  -2.42  0.2068
P  -1.64  1.90  -2.65  1.0700
S  -3.03  2.67  -3.82  -0.4867
C  -1.08  0.00  -0.50  0.5485
C  -1.38  -1.46  -0.29  -2.0675
C  -2.54  -1.82  0.65  0.8578
C  -2.40  -3.29  1.00  -0.1891
N  -2.51  -3.69  2.32  -0.3734
O  -2.21  -4.09  0.11  -0.6184
O  -0.17  0.07  -1.59  0.4465
C  0.81  -0.92  -1.76  -0.5390
C  1.93  -0.37  -2.67  0.0720
C  3.27  -0.62  -2.05  -0.9954
O  1.73  1.03  -2.85  -0.4905
H  2.63  2.44  4.80  0.3808
H  2.03  1.06  3.92  -0.1191
H  3.72  1.16  4.30  0.2627
H  1.38  1.20  -0.32  -0.1974
H  0.20  2.43  -0.54  0.3173
H  1.39  -0.20  1.31  0.2198
H  0.52  0.56  2.63  -0.9356
H  -0.87  -1.57  2.92  0.5141
H  -0.84  2.48  1.97  0.5552
H  -1.56  0.29  3.26  0.8240
H  -3.09  0.87  2.80  -0.6238
H  -1.75  3.17  3.71  0.4937
H  -3.03  2.66  5.82  0.4961
H  -3.71  1.27  4.93  0.3251
H  -3.89  2.94  4.36  0.2908
H  -3.25  0.56  0.55  -0.3812
H  -6.21  2.73  -1.00  0.3158
H  -4.74  3.35  -1.67  0.3349
H  -5.45  1.89  -2.27  0.3971
H  -6.56  0.02  1.90  0.5254
H  -4.86  -0.23  2.11  0.0382
H  -5.59  1.41  2.24  0.2691
H  -0.90  1.16  -3.57  -0.0776
H  -0.85  2.97  -2.23  0.2315
H  -1.55  -2.00  -1.21  1.1283
H  -0.55  -2.03  0.10  0.5617
H  -3.53  -1.72  0.21  0.7042
H  -2.48  -1.23  1.57  -0.4936
H  -2.85  -4.64  2.32  0.3338
H  -3.19  -3.12  2.81  0.2463
H  0.46  -1.83  -2.24  0.7484
H  1.31  -1.19  -0.83  -0.2242
H  1.88  -0.80  -3.66  0.6601
H  4.04  -0.31  -2.75  0.5450
H  3.39  0.04  -1.19  -0.0131
H  3.40  -1.67  -1.80  0.1851
H  2.26  1.28  -3.60  0.3973
C  2.33  -4.98  0.88  -0.7638
N  2.70  -4.44  -0.45  0.8754
O  2.85  -3.24  -0.57  -0.5080
O  2.82  -5.24  -1.36  -0.5786
H  2.26  -4.15  1.58  0.1859
H  1.38  -5.48  0.78  0.3125
H  3.11  -5.67  1.18  0.3490
C  -0.32  3.49  -6.85  -0.8143
N  0.19  2.72  -5.69  0.9298
O  0.51  1.56  -5.87  -0.5335
O  0.25  3.31  -4.64  -0.4525
H  -0.32  2.84  -7.72  0.3234
H  -1.33  3.81  -6.60  0.2762
H  0.33  4.34  -7.00  0.2901
C  5.68  -5.68  -3.59  -0.6325
N  6.31  -4.33  -3.62  0.9268
O  5.68  -3.40  -3.16  -0.5117
O  7.41  -4.25  -4.10  -0.5495
H  4.70  -5.59  -3.13  0.2000
H  5.60  -6.03  -4.61  0.2955
H  6.32  -6.33  -3.00  0.2817
C  4.54  -0.51  1.26  -0.0106
N  5.19  -1.25  2.38  1.0273
O  5.56  -2.38  2.17  -0.6048
O  5.30  -0.66  3.43  -0.5970
H  4.51  -1.15  0.40  0.3326
H  3.54  -0.24  1.58  -0.4095
H  5.14  0.38  1.07  0.3454

Gap between HOMO and LUMO: 0.242 Ha
HOMO energy: -7.877 eV

[3]
Molecular formula: C28H49BrCsF2N8NaO8S2
Method: DFT, wB97M-V/def2-TZVPD

Each line ends with the Mulliken charge.
Positions of all 100 atoms, in Å:
C  -0.05  0.17  -1.17  -0.8761
C  0.98  0.84  -2.06  -0.5465
N  0.83  2.31  -2.22  0.4855
C  2.07  2.99  -2.57  -0.0943
C  2.82  2.32  -3.71  -1.4203
C  0.13  2.93  -1.19  -0.1639
S  0.63  3.33  0.30  -0.4936
S  -1.57  3.29  -1.67  0.0883
C  -1.84  5.11  -1.31  -1.2684
C  -3.32  5.42  -1.21  -0.7511
C  -4.15  4.68  -2.25  -0.9378
N  -4.85  3.49  -1.75  -0.0211
C  -4.98  2.37  -2.42  0.4626
N  -5.93  1.45  -2.06  -0.3299
C  -6.20  0.28  -2.92  -0.7137
C  -5.09  -0.05  -3.91  -0.4705
C  -4.56  1.25  -4.51  -0.7851
N  -4.10  2.16  -3.46  0.0165
H  0.06  0.35  -0.10  0.1195
H  -1.06  0.47  -1.47  -0.0184
H  0.03  -0.91  -1.32  0.4190
H  0.86  0.47  -3.09  0.6491
H  2.01  0.58  -1.75  0.1937
H  2.74  3.10  -1.69  0.1144
H  1.80  4.01  -2.86  0.4617
H  3.13  1.30  -3.48  0.3217
H  3.75  2.90  -3.81  0.4791
H  2.27  2.34  -4.64  0.2736
H  -1.36  5.73  -2.05  0.3345
H  -1.39  5.34  -0.36  0.5875
H  -3.38  6.50  -1.39  0.4522
H  -3.68  5.30  -0.18  0.2673
H  -4.92  5.35  -2.65  0.4192
H  -3.52  4.37  -3.08  0.6451
H  -5.19  3.53  -0.80  0.2635
H  -5.88  1.22  -1.08  0.3058
H  -7.14  0.43  -3.44  0.3016
H  -6.36  -0.57  -2.25  0.3780
H  -4.28  -0.65  -3.48  0.3099
H  -5.53  -0.65  -4.71  0.3515
H  -5.33  1.73  -5.12  0.3878
H  -3.70  1.06  -5.15  0.4459
H  -3.23  1.83  -3.05  -0.1622
F  0.62  0.85  -4.83  -0.9134
C  3.70  -1.38  3.58  -1.2347
C  2.44  -2.05  3.04  0.4934
C  2.14  -1.71  1.58  -0.8230
O  1.63  -0.41  1.47  -0.1378
C  2.53  0.63  1.10  1.9306
N  1.27  -1.58  3.83  0.0983
H  3.55  -0.30  3.67  -0.3474
H  3.96  -1.76  4.57  0.5151
H  4.54  -1.57  2.91  0.4287
H  2.51  -3.13  3.16  0.1227
H  1.37  -2.39  1.21  0.2923
H  3.04  -1.86  0.97  0.5073
H  3.35  0.25  0.48  0.4907
H  2.94  1.13  1.99  -1.2190
H  1.98  1.37  0.54  -1.0740
H  1.42  -1.51  4.85  0.4563
H  0.45  -2.18  3.67  0.2762
H  1.00  -0.61  3.54  0.2969
Br  1.45  5.96  0.40  -0.6077
Cs  -1.69  3.46  1.26  1.1533
F  -1.88  7.58  -0.88  -0.8689
N  0.38  0.60  5.48  1.0276
O  0.65  1.10  4.34  -0.6181
O  -0.76  0.53  5.88  -0.6129
O  1.35  0.13  6.13  -0.6995
C  0.89  -6.50  1.34  -0.9583
C  0.81  -5.60  2.33  0.3468
C  -0.43  -4.75  2.57  1.1272
O  -0.35  -3.95  3.50  -0.8369
C  -1.56  -4.90  1.71  -1.2065
C  -1.49  -5.81  0.72  0.4215
C  -0.26  -6.67  0.48  1.1469
O  -0.32  -7.46  -0.44  -0.6567
O  -2.46  -6.03  -0.14  -0.5699
O  1.78  -5.34  3.20  -0.7059
H  1.77  -7.10  1.16  0.4872
H  -2.43  -4.28  1.88  0.4775
H  -2.15  -6.72  -0.75  0.3690
H  1.40  -4.70  3.83  0.4102
N  3.88  4.33  1.35  0.6092
C  4.32  3.94  2.58  -0.7797
C  5.70  4.03  2.61  -0.5651
C  6.09  4.48  1.34  -0.7486
C  4.95  4.67  0.60  -0.4176
H  2.91  4.41  1.03  -0.0843
H  3.61  3.65  3.35  0.8242
H  6.34  3.81  3.45  0.4002
H  7.10  4.68  1.00  0.4368
H  4.80  5.03  -0.41  0.3993
C  -0.97  -10.53  -0.59  -0.4027
C  -0.16  -11.73  -0.46  0.2293
N  0.48  -12.68  -0.36  -0.3539
H  -1.86  -10.62  0.03  0.2841
H  -0.40  -9.66  -0.27  -0.0136
H  -1.27  -10.39  -1.63  0.2616
Na  3.84  1.77  4.10  0.6540

Gap between HOMO and LUMO: 0.115 Ha
HOMO energy: -6.349 eV